{
  "formula": "C6H16N4O2P",
  "method": "wB97M-V/def2-TZVPD",
  "relative_energy_ev": 0.000,
  "energy_ev": -25815.68867,
  "smiles": "CP(C)[C@H]1[NH2+]C[C@H](N)N[C@H]1ON=O",
  "total_charge": 1,
  "lumo_ev": -3.90,
  "gap_ev": 7.97,
  "e_homo_ha": -0.4362,
  "elements": ["C", "P", "C", "C", "N", "C", "C", "N", "N", "C", "O", "N", "O", "H", "H", "H", "H", "H", "H", "H", "H", "H", "H", "H", "H", "H", "H", "H", "H"],
  "positions_angstrom": [[-1.64273, -2.34214, 1.67456], [-1.53331, -0.53602, 1.49585], [-0.25071, 0.09697, 2.65576], [-0.98834, -0.13609, -0.24011], [-1.05863, 1.37102, -0.35002], [-0.05408, 1.97585, -1.27445], [1.37527, 1.64077, -0.83983], [2.21400, 1.74313, -2.02235], [1.38227, 0.32938, -0.17047], [0.41196, -0.57609, -0.70472], [0.68960, -1.87863, -0.24598], [0.52064, -2.85254, -1.31518], [-0.58752, -3.14472, -1.46431], [-0.66765, -2.79976, 1.80585], [-2.27750, -2.58584, 2.51708], [-2.09187, -2.76967, 0.78310], [0.22411, -0.74387, 3.15183], [0.51147, 0.66858, 2.13722], [-0.72456, 0.71524, 3.40755], [-1.71377, -0.54744, -0.93341], [-1.99574, 1.60154, -0.68297], [-0.97200, 1.77559, 0.58625], [-0.22708, 1.64337, -2.29089], [-0.18314, 3.05078, -1.23095], [1.68900, 2.40363, -0.13488], [3.18279, 1.65919, -1.72834], [2.03070, 0.93986, -2.62017], [2.30739, -0.08312, -0.15895], [0.42944, -0.61897, -1.80705]],
  "mulliken_charge": [-1.00, 0.08, -1.01, -0.48, -0.14, -0.88, -0.16, -0.69, -0.29, -0.19, -0.26, 0.12, -0.16, 0.34, 0.38, 0.33, 0.38, 0.30, 0.34, 0.48, 0.35, 0.50, 0.42, 0.37, 0.48, 0.30, 0.29, 0.32, 0.46]
}

---

{
  "formula": "C4H5N3O",
  "method": "wB97M-V/def2-TZVPD",
  "relative_energy_ev": 2.792,
  "energy_ev": -10744.82299,
  "smiles": "O=CN1C=CN=CN1",
  "total_charge": 0,
  "lumo_ev": 0.68,
  "gap_ev": 8.59,
  "e_homo_ha": -0.2907,
  "elements": ["C", "C", "C", "C", "H", "H", "H", "H", "H", "N", "N", "N", "O"],
  "positions_angstrom": [[-1.82366, 0.56310, -0.16830], [1.10800, -1.25428, -0.08653], [1.79711, 0.91238, -0.06008], [0.50602, 1.28738, 0.21838], [-2.09275, 1.59319, -0.50712], [-0.90573, -1.63494, 0.21888], [1.32297, -2.31574, -0.29869], [2.58790, 1.62062, -0.23013], [0.28128, 2.35267, 0.17083], [-0.53100, 0.35959, 0.25290], [-0.14112, -0.99548, 0.46209], [2.07378, -0.45518, -0.29263], [-2.56627, -0.37873, -0.21640]],
  "mulliken_charge": [0.11, 0.03, -0.35, -0.15, 0.28, 0.35, 0.31, 0.38, 0.30, 0.20, -0.38, -0.52, -0.58]
}

---

{
  "formula": "C2BrF5",
  "method": "wB97M-V/def2-TZVPD",
  "relative_energy_ev": 3.240,
  "energy_ev": -85700.52958,
  "total_charge": 0,
  "lumo_ev": [-0.33, 0.04],
  "gap_ev": [8.63, 9.02],
  "e_homo_ha": [-0.3294, -0.3299],
  "elements": ["C", "C", "F", "F", "F", "F", "F", "Br"],
  "positions_angstrom": [[-0.82235, 0.71209, -0.03384], [1.24529, -0.67852, -0.30060], [-1.08379, 0.50907, 1.18585], [-1.58241, 0.08826, -0.87922], [-0.51303, 1.91916, -0.42031], [1.10674, -1.77977, 0.36922], [1.34896, -1.01334, -1.58123], [2.59162, 0.62098, 0.36076]],
  "mulliken_charge": [0.65, 0.29, -0.15, -0.16, -0.17, -0.16, -0.18, -0.13]
}

---

{
  "formula": "C23H31AsBrF6N3OPtSi2Te",
  "method": "wB97M-V/def2-TZVPD",
  "s2": 0.8021,
  "spin_multiplicity": 2,
  "relative_energy_ev": 1.404,
  "energy_ev": -204349.73633,
  "total_charge": 1,
  "lumo_ev": [-4.73, -5.27],
  "gap_ev": [6.19, 6.34],
  "e_homo_ha": [-0.4014, -0.4264],
  "elements": ["Pt", "Br", "C", "C", "C", "C", "C", "C", "N", "N", "C", "C", "C", "C", "O", "C", "N", "C", "C", "C", "C", "H", "H", "H", "H", "H", "H", "H", "H", "H", "C", "Si", "C", "C", "C", "Te", "C", "Si", "C", "C", "C", "H", "H", "H", "H", "H", "H", "H", "H", "H", "H", "H", "H", "H", "H", "H", "H", "H", "H", "H", "H", "H", "H", "F", "As", "F", "F", "F", "F", "F"],
  "positions_angstrom": [[-0.21893, -1.28869, -0.07281], [2.74514, 6.19992, -1.59935], [3.55975, 5.05119, -0.35473], [4.94036, 4.91515, -0.35590], [5.53164, 4.05818, 0.55795], [4.72824, 3.32392, 1.42101], [3.34948, 3.48651, 1.44541], [2.76040, 4.35808, 0.54764], [5.45200, 2.42893, 2.28620], [4.88669, 1.52432, 2.85697], [3.77735, 0.76163, 2.62436], [2.97635, 0.38881, 3.71995], [1.79985, -0.28330, 3.54403], [1.37126, -0.65620, 2.24407], [0.26626, -1.24144, 2.03684], [2.26439, -0.38184, 1.12943], [1.84789, -0.80649, -0.08357], [2.61999, -0.65423, -1.13927], [3.89547, -0.09097, -1.03529], [4.32077, 0.38744, 0.17564], [3.47846, 0.27635, 1.29746], [5.54275, 5.47787, -1.05563], [6.60697, 3.94010, 0.60050], [2.72567, 2.95152, 2.15195], [1.68739, 4.48940, 0.53497], [3.29015, 0.69595, 4.70961], [1.16070, -0.52212, 4.38226], [2.22168, -0.97605, -2.09092], [4.51557, -0.01776, -1.91683], [5.30192, 0.83409, 0.26252], [0.22421, -3.98973, -1.02048], [-1.47402, -4.77769, -1.07449], [-1.90033, -5.46797, 0.60510], [-1.56463, -6.06481, -2.41035], [-2.68084, -3.38576, -1.50856], [-2.75079, -1.86034, -0.03922], [-3.55165, -0.31299, -1.24832], [-4.55840, 0.94006, -0.22406], [-6.10047, 0.05128, 0.33850], [-4.96472, 2.36628, -1.34300], [-3.54506, 1.46548, 1.25387], [1.02660, -4.72853, -0.98590], [0.34453, -3.37243, -0.10513], [0.38749, -3.33485, -1.87334], [-1.22685, -6.28319, 0.87989], [-2.92012, -5.86507, 0.61638], [-1.83092, -4.71072, 1.39129], [-0.86966, -6.88512, -2.20625], [-1.31016, -5.64493, -3.38705], [-2.56897, -6.49156, -2.47959], [-3.70804, -3.75150, -1.60049], [-2.40454, -2.89715, -2.44456], [-4.18858, -0.83023, -1.96838], [-2.72398, 0.15171, -1.77801], [-6.70636, -0.27744, -0.51222], [-6.72470, 0.71556, 0.94439], [-5.87182, -0.82561, 0.95193], [-5.52161, 2.03541, -2.22431], [-4.05717, 2.87054, -1.68025], [-5.58389, 3.09997, -0.81572], [-3.27776, 0.62364, 1.90019], [-4.12620, 2.15856, 1.86929], [-2.62332, 1.96634, 0.95082], [-0.43212, 1.06541, 0.25154], [-0.00522, 2.15939, -1.12418], [-1.67386, 2.24705, -1.52604], [-0.13975, 3.47701, -0.03849], [0.46379, 3.12427, -2.44134], [1.63885, 1.91675, -0.63457], [0.09544, 0.69265, -2.08337]],
  "lowdin_spin": [0.00, 0.01, 0.02, 0.00, 0.02, 0.03, 0.02, 0.00, 0.13, 0.22, 0.14, 0.03, 0.07, 0.08, 0.15, 0.04, 0.01, 0.00, 0.01, 0.01, 0.03, 0.00, 0.00, 0.00, 0.00, 0.00, 0.00, 0.00, 0.00, 0.00, 0.00, 0.00, 0.00, 0.00, 0.00, 0.00, 0.00, 0.00, 0.00, 0.00, 0.00, 0.00, 0.00, 0.00, 0.00, 0.00, 0.00, 0.00, 0.00, 0.00, 0.00, 0.00, 0.00, 0.00, 0.00, 0.00, 0.00, 0.00, 0.00, 0.00, 0.00, 0.00, 0.00, 0.00, 0.00, 0.00, 0.00, 0.00, 0.00, 0.00]
}

---

{
  "formula": "C2H9NOP",
  "method": "wB97M-V/def2-TZVPD",
  "relative_energy_ev": 1.058,
  "energy_ev": -15038.14327,
  "total_charge": 1,
  "lumo_ev": -5.55,
  "gap_ev": 7.69,
  "e_homo_ha": -0.4867,
  "elements": ["C", "C", "N", "O", "P", "H", "H", "H", "H", "H", "H", "H", "H", "H"],
  "positions_angstrom": [[1.23410, -1.90223, 0.52538], [-0.46313, 1.82599, -1.21576], [-1.16506, 1.43903, -2.20776], [1.19365, 0.69906, 1.04335], [0.02225, -0.42929, 0.67647], [1.87047, -1.75669, -0.31275], [1.87945, -2.01159, 1.39032], [0.68266, -2.85583, 0.27365], [0.57085, 1.53726, -1.11628], [-0.95889, 2.33764, -0.32132], [-2.10517, 1.64678, -2.30973], [-0.73412, 0.62163, -2.67337], [0.91495, 1.55417, 1.35194], [-0.31475, -0.72964, 2.08361]],
  "mulliken_charge": [-0.94, -0.41, -0.13, -0.51, 0.19, 0.31, 0.33, 0.35, 0.50, 0.30, 0.27, 0.33, 0.32, 0.10]
}

---

{
  "formula": "C28H32N2O",
  "method": "wB97M-V/def2-TZVPD",
  "relative_energy_ev": 3.168,
  "energy_ev": -34579.33161,
  "total_charge": 0,
  "lumo_ev": -2.14,
  "gap_ev": 3.28,
  "e_homo_ha": -0.1990,
  "elements": ["C", "C", "C", "N", "C", "C", "C", "C", "C", "C", "C", "C", "C", "N", "C", "C", "C", "C", "C", "C", "C", "C", "C", "H", "H", "H", "H", "H", "H", "H", "H", "H", "H", "H", "H", "H", "H", "H", "H", "H", "H", "H", "H", "H", "H", "H", "H", "H", "C", "C", "C", "C", "C", "C", "O", "C", "H", "H", "H", "H", "H", "H", "H"],
  "positions_angstrom": [[-7.42114, -2.83108, 0.05492], [-7.48964, -2.65916, -1.47008], [-6.22312, -1.89802, -1.88381], [-5.35419, -1.93024, -0.71995], [-4.12590, -1.28826, -0.65721], [-3.97594, 0.09721, -0.98269], [-2.75727, 0.73723, -0.83007], [-1.56463, 0.01357, -0.52063], [-0.30993, 0.67270, -0.50404], [0.96331, 0.05685, -0.63267], [1.13684, -1.23512, -1.21436], [2.38405, -1.80191, -1.36122], [3.53481, -1.16282, -0.82623], [4.74410, -1.83215, -0.78626], [5.29345, -2.32125, 0.46623], [6.44204, -3.26976, 0.09341], [6.52601, -3.28507, -1.44338], [5.38185, -2.40369, -1.96406], [3.38218, 0.14459, -0.27865], [2.15267, 0.74938, -0.23728], [-1.72852, -1.36784, -0.17902], [-2.97064, -1.98414, -0.20216], [-6.05983, -2.28348, 0.49714], [-8.22202, -2.27182, 0.54566], [-7.51557, -3.88078, 0.34594], [-7.51346, -3.63689, -1.96159], [-8.38512, -2.11160, -1.77012], [-5.73462, -2.36143, -2.75496], [-6.46720, -0.85815, -2.15949], [-4.85447, 0.64660, -1.34315], [-2.67254, 1.80936, -1.00205], [-0.32917, 1.74600, -0.42000], [0.25797, -1.76352, -1.58059], [2.47777, -2.77276, -1.85123], [5.63506, -1.47422, 1.07857], [4.52275, -2.85395, 1.04820], [7.37846, -2.92683, 0.54350], [6.23029, -4.27607, 0.47320], [7.48606, -2.88406, -1.78648], [6.42427, -4.30306, -1.83513], [4.65949, -2.97272, -2.56618], [5.77109, -1.59303, -2.60053], [4.28509, 0.67367, 0.05963], [2.04910, 1.77298, 0.13020], [-0.85517, -1.95259, 0.09755], [-3.04894, -3.04414, 0.05224], [-6.20502, -1.38349, 1.12650], [-5.47537, -3.00057, 1.09227], [0.81561, 7.16459, 1.37540], [1.06384, 5.78122, 1.91396], [2.20011, 5.55054, 2.71155], [2.42635, 4.28936, 3.29211], [1.57299, 3.24195, 3.02216], [0.50172, 3.37611, 2.04135], [-0.05183, 2.36846, 1.52890], [0.18822, 4.74464, 1.65776], [-0.08463, 7.19158, 0.75506], [0.69288, 7.89070, 2.18805], [1.66314, 7.49945, 0.76554], [2.88602, 6.37718, 2.89785], [3.27364, 4.13970, 3.97104], [1.70563, 2.24290, 3.43745], [-0.71298, 4.89723, 1.06198]],
  "mulliken_charge": [-0.48, -0.55, -0.55, 0.19, 0.15, -0.23, -1.06, 0.92, -0.65, 0.75, -0.85, -0.41, 0.15, 0.16, -0.59, -0.50, -0.53, -0.51, -0.53, -0.66, -0.67, -0.54, -0.64, 0.29, 0.27, 0.26, 0.30, 0.28, 0.28, 0.33, 0.42, 0.45, 0.70, 0.36, 0.28, 0.31, 0.29, 0.27, 0.25, 0.28, 0.27, 0.25, 0.44, 0.25, 0.66, 0.41, 0.28, 0.31, -1.40, 1.01, -0.44, -0.36, -0.52, 0.00, -0.74, -0.70, 0.32, 0.31, 0.31, 0.32, 0.34, 0.43, 0.26]
}

---

M across the listed records, respectively: 207.19; 111.10; 198.92; 1013.19; 94.07; 412.58 g mol⁻¹.